ORCA calculation (ωB97M-V/def2-TZVPD) on a 11-piece molecular cluster, C34H72N3O43S11 overall at a distorted geometry.

Positions of all 163 atoms, in Å:
C 3.987 -1.752 0.758
N 3.739 -0.411 1.362
C 3.060 0.503 0.430
C 1.474 0.155 0.340
C 1.277 -0.733 -0.969
N -0.083 -0.672 -1.583
C -1.051 -0.187 -0.574
C -0.747 1.300 -0.093
C -1.654 1.814 1.107
C -2.033 0.695 2.185
C -3.381 -0.041 1.748
C -4.557 0.023 2.813
C -5.615 -1.119 2.394
C -6.014 -1.068 0.867
O -7.060 -2.035 0.544
C -6.658 -2.654 -0.706
C -0.911 2.399 -1.273
S -2.421 2.157 -2.282
O -2.205 1.027 -3.258
O -3.652 1.827 -1.513
N 0.709 1.447 0.348
H 4.902 -2.271 1.189
H 4.169 -1.704 -0.366
H 3.035 -2.395 0.879
H 3.172 -0.592 2.200
H 3.531 0.424 -0.605
H 3.116 1.599 0.713
H 1.129 -0.454 1.226
H 2.030 -0.552 -1.789
H 1.431 -1.816 -0.638
H -0.065 -0.016 -2.372
H -2.086 -0.310 -1.036
H -1.033 -0.939 0.284
H -2.644 2.265 0.766
H -1.144 2.657 1.693
H -1.174 -0.015 2.406
H -2.270 1.258 3.147
H -3.674 0.355 0.725
H -3.134 -1.145 1.582
H -5.067 1.044 2.816
H -4.122 -0.143 3.840
H -5.240 -2.131 2.746
H -6.558 -0.896 2.989
H -6.346 0.006 0.652
H -5.165 -1.282 0.150
H -6.459 -1.884 -1.519
H -7.436 -3.407 -1.059
H -5.688 -3.247 -0.596
H -0.027 2.267 -1.986
H -0.875 3.414 -0.767
H -2.731 3.278 -3.062
H 1.211 2.141 -0.242
H 0.781 1.827 1.312
C 9.350 -1.672 2.488
C 8.367 -0.527 2.338
O 8.206 -0.363 0.924
S 8.357 -1.802 0.206
O 7.050 -2.330 -0.021
O 9.330 -1.689 -0.826
O 9.010 -2.598 1.452
H 10.377 -1.337 2.322
H 9.280 -2.150 3.465
H 8.727 0.394 2.795
H 7.392 -0.786 2.760
C 5.505 3.607 -0.724
C 5.914 4.994 -1.185
O 4.760 5.807 -0.969
S 3.953 5.254 0.320
O 4.330 6.036 1.447
O 2.590 5.043 -0.059
O 4.691 3.812 0.431
H 4.898 3.103 -1.482
H 6.366 2.985 -0.477
H 6.208 5.015 -2.233
H 6.727 5.390 -0.571
C 3.535 -5.314 -1.943
C 2.483 -6.395 -1.767
O 2.157 -6.378 -0.372
S 2.301 -4.862 0.177
O 1.008 -4.259 0.184
O 3.150 -4.879 1.323
O 3.130 -4.254 -1.076
H 4.519 -5.663 -1.618
H 3.598 -4.961 -2.972
H 2.846 -7.379 -2.063
H 1.575 -6.158 -2.329
C 5.663 -4.848 5.069
C 4.605 -4.322 4.117
O 4.405 -2.959 4.505
S 5.799 -2.360 5.061
O 6.432 -1.642 4.001
O 5.565 -1.790 6.343
O 6.577 -3.763 5.249
H 5.232 -5.095 6.043
H 6.179 -5.720 4.671
H 3.673 -4.881 4.180
H 4.963 -4.331 3.084
C -1.204 1.857 -5.909
C -1.292 1.605 -7.405
O -0.972 2.857 -8.014
S 0.092 3.646 -7.083
O 1.399 3.413 -7.602
O -0.416 4.949 -6.829
O -0.093 2.739 -5.745
H -2.099 2.364 -5.541
H -1.048 0.943 -5.341
H -2.282 1.270 -7.712
H -0.545 0.873 -7.726
C -9.194 -1.293 6.936
C -9.308 -1.555 5.445
O -8.984 -0.309 4.827
S -7.899 0.470 5.741
O -6.601 0.223 5.204
O -8.387 1.780 5.999
O -8.069 -0.421 7.079
H -10.077 -0.774 7.315
H -9.040 -2.209 7.506
H -10.305 -1.881 5.155
H -8.574 -2.297 5.117
C -2.454 5.031 -11.278
C -2.609 6.538 -11.385
O -2.245 7.038 -10.099
S -1.107 6.075 -9.456
O 0.167 6.663 -9.701
O -1.529 5.672 -8.155
O -1.291 4.828 -10.472
H -3.307 4.581 -10.763
H -2.328 4.559 -12.252
H -3.625 6.835 -11.640
H -1.914 6.955 -12.120
C 5.961 3.063 5.332
C 5.612 4.531 5.512
O 5.462 5.039 4.184
S 4.887 3.867 3.231
O 3.472 4.031 3.122
O 5.748 3.743 2.099
O 5.170 2.622 4.227
H 7.015 2.936 5.070
H 5.737 2.474 6.221
H 6.383 5.080 6.049
H 4.655 4.649 6.029
C -6.931 3.205 -1.695
C -7.387 2.719 -0.330
O -8.368 3.666 0.091
S -9.152 4.230 -1.208
O -10.366 3.502 -1.350
O -9.104 5.651 -1.179
O -8.111 3.699 -2.330
H -6.221 4.032 -1.601
H -6.484 2.407 -2.287
H -6.568 2.667 0.387
H -7.870 1.740 -0.401
C -1.227 -9.359 2.394
C -1.321 -9.586 0.895
O -1.039 -8.312 0.311
S 0.012 -7.518 1.252
O 1.323 -7.701 0.716
O -0.527 -6.234 1.543
O -0.137 -8.452 2.569
H -2.132 -8.883 2.779
H -1.044 -10.284 2.941
H -2.304 -9.940 0.589
H -0.559 -10.291 0.553

LUMO energy	-2.2	eV
net charge	+1
energy above the lowest of the compared OMol25 structures with the same formula, charge and spin	150.2	kcal/mol
Kohn-Sham gap	9.0	eV
HOMO level	-0.41141	Eh